(1)
The following is a quantum chemistry calculation of 2 unconnected molecules or ions with the total composition C2H2Cl2F3N at a distorted geometry, from the OMol25 dataset.

Element x y z (Å)
C -0.736062 1.148256 -0.066999
C 1.348115 -0.837626 -0.131436
N -1.580695 0.120214 0.238271
F 2.151522 -0.514676 0.925151
F 2.040218 -1.091495 -1.278568
F 0.660213 -1.998130 0.155938
Cl -0.800341 1.836272 -1.701581
Cl 0.057759 2.086655 1.060743
H -1.537040 -0.575163 -0.445711
H -1.603691 -0.174309 1.244192

Forces on atoms 1 to 6 (eV/Å):
C 1.3 -1.0 -1.7
C -0.2 -0.4 -0.2
N -0.4 1.7 2.4
F -0.6 -0.7 -1.5
F -0.2 0.5 1.5
F 0.7 1.3 0.0

The total charge is 0. The calculation puts the orbital gap (spin up / spin down) at 9.8 / 6.3 eV.

(2)
The following is a quantum chemistry calculation of a molecular structure, C2H2Cl2KNSe at a distorted geometry, from the OMol25 dataset.

Element x y z (Å)
K 0.975778 -0.295565 0.272227
Cl -0.667787 1.624452 -1.203976
C -1.657492 0.361782 -1.913732
Cl -1.563981 -1.094598 -0.943540
H -1.276031 0.141023 -2.908932
H -2.692618 0.701613 -1.934650
Se 3.055752 -1.292162 -2.956468
C 3.161121 -1.159198 -1.226580
N 3.132814 -1.039507 -0.067608

Forces on atoms 1 to 6 (eV/Å):
K -0.7 0.3 0.7
Cl 0.0 0.8 -0.1
C -0.3 0.1 -0.5
Cl -0.5 -0.7 0.0
H -0.1 0.0 0.1
H 0.2 -0.1 0.0

The total charge is 0. The calculation puts the orbital gap at 6.8 eV.

(3)
The following is a quantum chemistry calculation of C2H2Cl2O2S in the gas phase at a distorted geometry, from the OMol25 dataset.

Element x y z (Å)
C 0.867470 -0.382974 -1.412359
C -0.668719 -0.076045 0.638608
O 0.737124 -1.545122 -1.485942
O 0.342955 0.513405 -0.603146
S 0.104098 -0.010248 2.211843
Cl 1.876865 0.485839 -2.563737
Cl -2.153389 0.841256 0.455582
H -0.707067 -0.999840 0.182230
H -0.399336 1.173728 2.576922

Forces on atoms 1 to 6 (eV/Å):
C 0.0 1.8 0.0
C 1.3 2.5 -1.6
O -0.4 -1.7 0.4
O -1.1 0.0 1.9
S 0.0 -0.2 -0.3
Cl 0.2 0.2 -0.2

The total charge is 0. The value obtained for the energy above the lowest of the compared OMol25 structures with the same formula, charge and spin is 10.7 kcal per mole. Its SMILES is O=C(Cl)O[C@@H](S)Cl. The calculation puts the orbital gap at 11.0 eV.

(4)
The following is a quantum chemistry calculation of 2 unconnected molecules or ions with the total composition C2H2Cl2OS at a distorted geometry, from the OMol25 dataset.

Element x y z (Å)
C -0.135992 -2.095519 -0.435257
C 1.259344 -0.286380 -0.037066
O -1.184507 -1.618973 -0.211025
S -0.070129 0.794281 0.371619
Cl 2.395432 -0.728137 1.230155
Cl 2.081226 0.503924 -1.403403
H 0.181084 -2.894539 -1.123196
H -0.313754 0.635631 1.685337

Forces on atoms 1 to 6 (eV/Å):
C 0.6 3.7 -0.7
C -1.1 -1.5 0.1
O 0.6 -1.7 0.0
S -0.2 1.1 0.1
Cl -0.2 0.1 -0.1
Cl -0.2 -0.7 0.1

The total charge is 0. The value obtained for the energy above the lowest of the compared OMol25 structures with the same formula, charge and spin is 75.4 kcal per mole. The calculation puts the orbital gap (spin up / spin down) at 8.0 / 8.0 eV.

(5)
The following is a quantum chemistry calculation of 2 unconnected molecules or ions with the total composition C2H2Cl3I at a distorted geometry, from the OMol25 dataset.

Element x y z (Å)
C -0.106290 -0.048588 -1.025696
C 0.235245 0.100018 1.000481
Cl 0.205252 -1.519845 1.506725
Cl -0.993600 1.151239 1.511035
Cl 1.804076 0.913687 1.110640
I -1.976780 -0.887915 -1.338494
H 0.110889 0.961422 -1.247991
H 0.721207 -0.670018 -1.516701

Forces on atoms 1 to 6 (eV/Å):
C 2.4 -1.4 2.7
C 0.4 0.1 -5.0
Cl 0.0 -0.6 0.9
Cl -0.9 0.3 0.8
Cl -0.1 -0.4 0.1
I 0.1 0.3 -0.1

The total charge is 0. The value obtained for the energy above the lowest of the compared OMol25 structures with the same formula, charge and spin is 36.1 kcal per mole. The calculation puts the orbital gap at 9.6 eV.

(6)
The following is a quantum chemistry calculation of a molecular structure, C2H2Cl3NO2 at a distorted geometry, from the OMol25 dataset.

Element x y z (Å)
C -0.694513 0.356070 1.049478
C 1.309464 0.259479 -2.280671
N -1.024941 -0.397860 2.197625
O 0.505438 0.838636 0.949323
O -1.551252 0.330775 0.196752
Cl 0.054982 -0.061259 -3.400901
Cl 2.365140 -1.013785 -2.129452
Cl 0.979132 1.387294 -1.108444
H -0.251663 -0.665693 2.710116
H -1.691788 -1.033655 1.816174

Forces on atoms 1 to 6 (eV/Å):
C -0.4 -1.6 0.5
C -1.9 0.7 0.2
N -0.4 2.3 -1.5
O 0.0 0.4 0.7
O -0.6 0.9 -1.7
Cl 0.0 0.2 0.0

The total charge is 0. The value obtained for the energy above the lowest of the compared OMol25 structures with the same formula, charge and spin is 81.5 kcal per mole. The calculation puts the orbital gap (spin up / spin down) at 7.8 / 6.5 eV.